(1)
83
Properties=species:S:1:pos:R:3:mulliken_charge:R:1 method="wB97M-V/def2-TZVPD" e_above_lowest_kcal_mol=104.1 orbital_gap_ev=4.63 lumo_ev=-1.31
Sc -1.17 -0.01 -0.77 -0.732
C 1.18 3.02 -2.92 -0.797
C 1.22 4.12 -2.06 -0.689
C 0.34 4.16 -1.00 -0.254
C -0.55 3.11 -0.79 0.440
N -0.59 2.04 -1.62 -0.096
C 0.26 2.04 -2.67 -0.298
N -1.43 3.31 0.28 -0.532
C -2.29 2.48 0.71 -0.043
N -2.47 1.14 0.35 0.282
C -3.69 0.72 0.83 -0.220
N -4.32 -0.37 0.57 -0.514
C -4.04 -1.23 -0.47 0.434
C -4.76 -2.43 -0.48 -0.331
C -4.68 -3.27 -1.56 -0.433
C -3.91 -2.89 -2.66 -0.809
C -3.19 -1.73 -2.57 -0.405
N -3.20 -0.92 -1.49 -0.024
C -4.25 1.78 1.70 0.262
C -5.42 1.83 2.43 -0.049
C -5.68 3.00 3.13 -0.663
C -4.80 4.08 3.08 -0.606
C -3.63 4.03 2.32 -0.202
C -3.38 2.85 1.64 -0.043
H 1.85 2.94 -3.76 0.421
H 1.93 4.91 -2.21 0.645
H 0.31 4.99 -0.31 0.472
H 0.19 1.18 -3.33 0.472
H -5.38 -2.65 0.38 0.496
H -5.23 -4.20 -1.57 0.438
H -3.85 -3.50 -3.55 0.443
H -2.56 -1.41 -3.39 0.598
H -6.09 0.98 2.46 0.542
H -6.58 3.08 3.73 0.412
H -5.03 4.98 3.63 0.417
H -2.95 4.86 2.26 0.551
C -2.26 -2.65 2.36 -0.956
Si -0.56 -2.43 1.60 -0.206
C 0.21 -0.91 2.42 -0.375
C 0.46 -3.93 2.08 -1.227
C -0.74 -2.17 -0.24 0.388
Si 0.74 -2.39 -1.30 0.166
C 1.74 -3.96 -1.39 -1.145
C 0.22 -1.88 -3.07 -0.607
C 1.89 -1.00 -0.76 -0.551
H -2.19 -2.77 3.44 0.415
H -2.75 -3.54 1.96 0.271
H -2.91 -1.80 2.15 0.233
H 0.09 -0.96 3.50 0.640
H -0.27 0.02 2.08 0.166
H 1.27 -0.82 2.21 -0.422
H 0.46 -4.07 3.16 0.356
H 1.50 -3.83 1.76 0.302
H 0.06 -4.83 1.62 0.332
H -1.53 -2.84 -0.59 0.417
H 1.15 -4.80 -1.78 0.330
H 2.11 -4.24 -0.41 0.315
H 2.60 -3.82 -2.05 0.365
H -0.40 -2.65 -3.54 0.414
H 1.09 -1.70 -3.71 0.470
H -0.37 -0.96 -3.08 -0.253
H 2.48 -1.26 0.12 0.290
H 1.68 0.92 -0.24 -0.920
H 2.60 -0.73 -1.55 0.080
C 4.89 -0.11 2.60 -1.147
C 3.71 0.84 2.42 0.445
O 4.07 1.97 1.64 -0.346
P 3.64 2.05 0.07 0.126
O 1.05 0.16 -0.47 1.789
Te 4.38 4.24 -0.57 -0.440
O 4.79 0.98 -0.51 -0.133
C 5.04 0.95 -1.90 -0.139
C 6.46 1.38 -2.20 -1.304
H 4.57 -1.02 3.11 0.370
H 5.67 0.37 3.20 0.328
H 5.30 -0.36 1.63 0.242
H 3.36 1.22 3.39 0.439
H 2.87 0.31 1.95 -0.454
H 4.34 1.60 -2.44 0.186
H 4.88 -0.07 -2.26 0.252
H 6.58 2.45 -1.99 0.205
H 6.71 1.18 -3.24 0.414
H 7.16 0.83 -1.56 0.293

(2)
104
Properties=species:S:1:pos:R:3:mulliken_charge:R:1 method="wB97M-V/def2-TZVPD" total_charge=-1 orbital_gap_ev=6.10 lumo_ev=0.35
C -5.70 2.09 0.86 -2.000
C -4.48 2.41 -0.01 -0.084
C -3.21 2.97 0.69 0.063
I -3.12 2.51 2.79 -0.004
Ga -1.59 2.24 -0.28 -1.130
C 0.05 3.37 0.06 -0.981
C 0.62 3.18 1.48 0.513
C 2.15 3.33 1.49 -1.655
O 0.30 1.91 2.04 -0.160
C -1.34 0.23 -0.10 0.478
Br -2.65 -0.71 0.94 -0.091
C -0.35 -0.46 -0.67 0.692
C 0.71 0.17 -1.52 -0.762
Br -0.17 -2.38 -0.51 -0.267
S -2.14 2.61 -2.58 0.888
O -3.16 1.73 -3.08 -0.630
O -2.52 4.01 -2.69 -0.599
F -0.85 2.40 -3.56 -0.266
H -5.56 1.15 1.38 0.436
H -5.97 2.89 1.53 0.408
H -6.55 1.93 0.19 0.486
H -4.76 3.13 -0.78 -0.155
H -4.21 1.48 -0.51 0.531
H -3.15 4.05 0.58 0.625
H -0.27 4.41 -0.01 0.650
H 0.83 3.26 -0.68 0.488
H 0.24 4.01 2.09 0.371
H 2.61 2.35 1.52 0.243
H 2.51 3.81 0.59 0.400
H 2.50 3.94 2.32 0.388
H -0.46 2.04 2.63 -0.060
H 0.95 1.15 -1.13 0.006
H 0.41 0.28 -2.56 0.274
H 1.63 -0.42 -1.46 0.262
C -4.79 -6.84 0.73 -0.396
C -6.16 -6.58 0.76 -0.391
C -6.62 -5.30 1.03 -0.428
C -5.69 -4.30 1.27 0.038
C -4.33 -4.54 1.24 -0.147
C -3.88 -5.82 0.98 -0.566
N -6.17 -2.93 1.53 1.031
O -7.37 -2.74 1.56 -0.622
O -5.32 -2.09 1.70 -0.585
H -4.44 -7.84 0.52 0.368
H -6.87 -7.38 0.58 0.361
H -7.67 -5.09 1.06 0.449
H -3.63 -3.74 1.43 0.421
H -2.82 -6.02 0.95 0.395
C -5.21 8.16 -2.54 -0.486
C -4.95 6.80 -2.46 -0.509
C -5.26 6.10 -1.31 -0.014
C -5.83 6.78 -0.25 -0.052
C -6.10 8.14 -0.31 -0.605
C -5.78 8.83 -1.46 -0.351
N -6.17 6.04 0.97 1.060
O -5.91 4.85 0.98 -0.625
O -6.69 6.64 1.89 -0.649
H -4.97 8.71 -3.45 0.381
H -4.50 6.28 -3.30 0.452
H -5.05 5.05 -1.24 0.463
H -6.54 8.65 0.54 0.458
H -5.98 9.89 -1.53 0.364
C -1.10 -0.10 4.77 0.184
C 0.14 -0.46 4.26 -0.296
C 0.96 -1.33 4.95 -0.561
C 0.52 -1.84 6.16 0.012
C -0.71 -1.49 6.70 -0.320
C -1.52 -0.61 5.99 -0.719
N 1.37 -2.79 6.90 1.020
O 2.45 -3.07 6.42 -0.617
O 0.94 -3.24 7.94 -0.630
H -1.74 0.58 4.22 -0.156
H 0.47 -0.06 3.31 0.618
H 1.92 -1.62 4.56 0.454
H -1.04 -1.90 7.64 0.446
H -2.48 -0.33 6.39 0.406
C 7.19 -1.57 -1.73 -0.495
C 7.73 -0.29 -1.80 -0.615
C 6.95 0.81 -1.51 -0.426
C 5.63 0.62 -1.13 0.025
C 5.07 -0.64 -1.06 -0.029
C 5.86 -1.74 -1.36 -0.761
N 4.80 1.78 -0.79 0.980
O 5.30 2.89 -0.88 -0.633
O 3.66 1.57 -0.44 -0.488
H 7.80 -2.42 -1.95 0.704
H 8.76 -0.16 -2.09 0.378
H 7.36 1.81 -1.56 0.454
H 4.04 -0.77 -0.77 0.482
H 5.44 -2.74 -1.31 0.390
C 8.72 -7.64 -4.94 -0.403
C 7.40 -7.24 -5.05 -0.466
C 7.05 -5.92 -4.82 -0.369
C 8.04 -5.02 -4.47 0.164
C 9.36 -5.40 -4.34 -0.315
C 9.70 -6.72 -4.58 -0.469
N 7.68 -3.61 -4.24 1.065
O 6.51 -3.31 -4.33 -0.579
O 8.57 -2.83 -3.96 -0.613
H 8.99 -8.67 -5.13 0.374
H 6.64 -7.95 -5.33 0.370
H 6.02 -5.60 -4.90 0.456
H 10.12 -4.68 -4.06 0.443
H 10.73 -7.04 -4.48 0.365

(3)
68
Properties=species:S:1:pos:R:3:mulliken_charge:R:1 method="wB97M-V/def2-TZVPD" smiles=CCP(C)B1OBOB(CC(N)(N)N)O1.Fc1ccccc1.Fc1ccccc1.Fc1ccccc1 orbital_gap_ev=9.04 lumo_ev=0.55
C 0.70 0.72 2.20 -1.079
C 1.60 -0.49 1.92 -0.055
P 1.02 -2.00 2.83 -0.322
C 2.41 -3.17 2.45 -1.137
B -0.32 -2.58 1.56 0.485
O -0.40 -2.04 0.28 -0.384
B -1.31 -2.53 -0.63 0.696
O -2.08 -3.60 -0.28 -0.514
B -2.34 -3.76 1.08 0.361
C -3.77 -4.10 1.60 -0.989
C -4.29 -2.95 2.48 0.810
N -4.03 -1.71 1.72 -0.560
N -3.58 -2.82 3.75 -0.743
N -5.71 -3.19 2.78 -0.652
O -1.28 -3.49 1.94 -0.001
H -0.07 0.49 2.95 0.396
H 1.26 1.56 2.60 0.198
H 0.20 1.06 1.30 0.254
H 1.59 -0.71 0.85 -0.185
H 2.64 -0.30 2.21 0.573
H 2.18 -4.16 2.84 0.349
H 2.64 -3.24 1.39 0.293
H 3.29 -2.79 2.97 0.392
H -1.43 -2.00 -1.69 -0.186
H -3.87 -5.05 2.14 0.325
H -4.42 -4.17 0.72 0.151
H -3.80 -0.95 2.36 0.203
H -4.83 -1.42 1.18 0.232
H -2.72 -2.31 3.64 0.237
H -3.33 -3.73 4.11 0.291
H -6.30 -2.54 2.28 0.257
H -5.84 -3.00 3.77 0.293
F 3.68 3.33 -2.38 -0.333
C 3.28 2.05 -2.56 0.567
C 3.96 1.26 -3.46 -0.654
C 3.54 -0.05 -3.63 -0.310
C 2.46 -0.55 -2.91 -0.733
C 1.79 0.28 -2.01 0.027
C 2.20 1.59 -1.82 -0.785
H 4.79 1.67 -4.01 0.446
H 4.05 -0.69 -4.33 0.453
H 2.13 -1.57 -3.05 0.457
H 0.95 -0.11 -1.45 0.373
H 1.71 2.25 -1.12 0.490
F 0.97 -2.51 -6.01 -0.350
C 0.31 -1.45 -6.52 0.488
C -1.07 -1.51 -6.61 -0.561
C -1.73 -0.41 -7.14 -0.243
C -1.03 0.71 -7.56 -0.548
C 0.35 0.74 -7.45 -0.338
C 1.04 -0.35 -6.92 -0.375
H -1.59 -2.40 -6.28 0.422
H -2.81 -0.44 -7.22 0.358
H -1.56 1.56 -7.96 0.379
H 0.91 1.61 -7.77 0.361
H 2.11 -0.35 -6.82 0.412
F 0.14 3.91 2.84 -0.296
C 0.73 4.72 3.75 0.464
C 2.10 4.87 3.71 -0.434
C 2.70 5.70 4.65 -0.287
C 1.93 6.37 5.59 -0.573
C 0.55 6.20 5.60 -0.244
C -0.06 5.38 4.67 -0.533
H 2.68 4.34 2.97 0.434
H 3.77 5.83 4.63 0.346
H 2.40 7.02 6.31 0.370
H -0.05 6.72 6.33 0.350
H -1.14 5.23 4.65 0.409

(4)
83
Properties=species:S:1:pos:R:3:mulliken_charge:R:1 method="wB97M-V/def2-TZVPD" total_charge=+1 e_above_lowest_kcal_mol=0.9 orbital_gap_ev="6.20 / 5.84" lumo_ev="-3.87 / -4.05"
Os -0.67 0.71 -0.20 -0.760
Cl -4.54 4.13 4.94 -0.209
C -3.53 3.60 3.64 -0.015
C -3.00 4.55 2.75 -0.583
C -2.21 4.15 1.71 -0.886
C -1.91 2.79 1.49 0.419
O -1.17 2.51 0.44 -0.269
C -2.41 1.84 2.42 1.082
C -2.09 0.45 2.42 0.266
N -1.35 -0.18 1.56 0.940
C -1.07 -1.56 1.71 0.333
C -1.12 -2.28 2.87 -0.422
C -0.89 -3.67 2.86 -1.206
C -0.65 -4.33 1.69 -0.880
C -0.57 -3.61 0.48 1.543
C -0.35 -4.21 -0.78 -1.072
C -0.30 -3.43 -1.90 -1.179
C -0.40 -2.04 -1.77 0.147
N -0.57 -1.43 -0.61 0.270
C -0.73 -2.21 0.51 -0.710
C -3.23 2.28 3.49 -1.356
H -3.23 5.60 2.90 0.443
H -1.79 4.87 1.02 0.504
H -2.51 -0.13 3.24 0.429
H -1.30 -1.78 3.82 0.292
H -0.93 -4.22 3.79 0.481
H -0.52 -5.40 1.67 0.464
H -0.25 -5.29 -0.85 0.492
H -0.17 -3.85 -2.89 0.509
H -0.30 -1.40 -2.64 0.346
H -3.62 1.55 4.19 0.460
C 3.64 -1.09 -3.44 -1.665
C 2.64 0.03 -3.59 -0.014
C 2.74 0.90 -4.66 -0.644
C 1.81 1.91 -4.86 0.067
C 1.92 2.87 -6.01 -1.580
C 0.73 2.00 -3.99 -0.189
C 0.59 1.13 -2.91 0.583
C 1.59 0.18 -2.69 0.518
N -0.52 1.23 -2.01 0.991
C -1.84 1.73 -2.59 1.898
C -2.95 1.11 -1.72 -1.816
C -2.08 1.22 -4.02 -1.629
C -1.93 3.26 -2.49 -1.484
H 4.65 -0.75 -3.65 0.444
H 3.42 -1.90 -4.14 0.349
H 3.63 -1.52 -2.44 0.067
H 3.57 0.80 -5.35 0.400
H 2.89 2.79 -6.50 0.411
H 1.80 3.90 -5.68 0.378
H 1.16 2.67 -6.76 0.301
H 0.02 2.80 -4.15 0.298
H 1.54 -0.47 -1.83 -0.001
H -2.91 0.02 -1.77 0.409
H -3.92 1.41 -2.13 0.669
H -2.96 1.44 -0.68 0.255
H -1.47 0.35 -4.25 0.253
H -1.89 1.98 -4.78 0.398
H -3.12 0.92 -4.12 0.482
H -1.70 3.60 -1.48 0.112
H -2.95 3.56 -2.74 0.488
H -1.26 3.77 -3.18 0.349
C 2.23 -3.48 5.23 -1.776
C 2.05 -2.44 4.16 0.748
C 2.42 -2.68 2.85 -1.029
C 2.29 -1.72 1.86 1.122
C 2.70 -2.08 0.45 -1.352
C 1.76 -0.46 2.18 -0.490
Te 1.67 1.08 0.71 0.003
C 1.39 -0.19 3.51 1.534
C 0.88 1.15 3.98 -1.786
C 1.54 -1.19 4.47 -1.003
H 2.45 -4.45 4.80 0.380
H 1.33 -3.57 5.85 0.388
H 3.05 -3.21 5.90 0.405
H 2.83 -3.65 2.59 0.321
H 3.10 -3.09 0.42 0.463
H 3.45 -1.40 0.05 0.413
H 1.83 -2.03 -0.21 0.224
H 0.42 1.73 3.18 0.261
H 1.71 1.76 4.37 0.360
H 0.16 1.03 4.79 0.400
H 1.25 -0.97 5.49 0.441

(5)
46
Properties=species:S:1:pos:R:3:mulliken_charge:R:1 method="wB97M-V/def2-TZVPD" total_charge=+2 e_above_lowest_kcal_mol=43.8 orbital_gap_ev=6.83 lumo_ev=-8.31
Sc -0.69 -0.93 0.06 -0.595
P -0.04 0.02 2.58 0.916
C -1.49 1.05 1.98 -1.342
C -1.04 1.90 0.84 0.604
N -0.40 1.26 -0.17 0.396
C 0.03 1.89 -1.27 0.470
C -0.06 3.28 -1.31 -0.742
C -0.68 4.00 -0.29 -0.504
C -1.20 3.28 0.78 -0.738
C 0.57 1.11 -2.43 -1.047
P 0.12 -0.67 -2.50 1.154
H -1.74 3.81 1.56 0.528
H 0.33 3.83 -2.16 0.497
H -0.78 5.12 -0.34 0.418
H 0.29 1.53 -3.42 0.622
H 1.67 1.13 -2.45 0.569
H -2.24 0.23 1.56 0.454
H -1.92 1.63 2.81 0.588
H -2.47 -2.25 -0.40 0.526
O -2.76 -0.72 0.38 -0.953
H -3.19 -0.30 -0.36 0.287
H -0.65 -1.44 -1.63 0.755
O -1.74 -2.80 -0.81 -0.619
H -1.28 -3.39 -0.21 0.353
C -1.13 -0.70 -3.81 -1.460
H -0.72 -0.11 -4.62 0.526
H -1.32 -1.72 -4.14 0.427
H -2.05 -0.22 -3.44 0.415
C 1.55 -1.49 -3.21 -1.253
H 1.60 -2.56 -2.94 0.393
H 1.50 -1.38 -4.31 0.433
H 2.47 -1.00 -2.85 0.475
C 1.11 1.31 3.17 -1.158
H 0.84 1.67 4.16 0.386
H 2.13 0.91 3.23 0.388
H 1.16 2.16 2.49 0.367
C -0.74 -0.62 4.15 -1.297
H -0.13 -1.47 4.51 0.403
H -0.75 0.13 4.95 0.412
H -1.75 -1.02 4.00 0.401
B 3.39 -2.88 1.15 0.104
C 2.02 -2.50 0.59 0.059
N 0.95 -2.17 0.24 -0.464
H 3.50 -2.44 2.29 -0.060
H 4.25 -2.37 0.44 -0.059
H 3.49 -4.09 1.15 -0.036

(6)
6
Properties=species:S:1:pos:R:3:lowdin_spin:R:1 method="wB97M-V/def2-TZVPD" s2=2.008 multiplicity=3 e_above_lowest_kcal_mol=146.5 orbital_gap_ev="6.66 / 6.99" lumo_ev="0.39 / -3.51"
C -0.46 -0.04 0.11 0.075
N 0.76 -0.01 -0.62 0.748
O 0.28 -1.15 0.06 0.166
Cl 2.18 0.60 0.18 0.969
H -0.88 0.42 1.05 0.002
H -1.87 0.17 -0.78 0.040